No. 1
2 unconnected molecules or ions with the total composition IO2S2 in a non-equilibrium geometry. Source: OMol25; level of theory: ωB97M-V with the def2-TZVPD basis set.

Summary:
Total charge: -1
ΔE to the lowest compared entry with this formula, charge and spin: 2.375 eV
Frontier orbital gap (alpha / beta): 4.79 / 4.83 eV
LUMO level (alpha / beta): 0.47 / 0.48 eV
E_tot: -1244.5411 hartree

Atoms and positions in Å:
O (-0.204, -1.361, -1.055)
O (-0.400, -1.264, 1.309)
S (-1.533, 2.729, -0.287)
S (-0.186, -0.528, 0.092)
I (2.323, 0.423, -0.060)

The natural (NBO) scheme yields these atomic charges, measured in e: number 1, O, carries -0.958; number 2, O, carries -0.956; number 3, S, carries -0.117; number 4, S, carries 1.598; number 5, I, carries -0.567

***

No. 2
A molecular structure, IO2V in a non-equilibrium geometry. Source: OMol25; level of theory: ωB97M-V with the def2-TZVPD basis set.

Summary:
ΔE to the lowest compared entry with this formula, charge and spin: 0.792 eV
Frontier orbital gap: 6.79 eV
LUMO level: -2.76 eV
E_tot: -1392.1423 hartree

Atoms and positions in Å:
O (0.841, 0.111, 1.212)
V (-0.357, 0.491, 0.142)
O (0.395, 1.608, -0.750)
I (-0.879, -2.211, -0.605)

The Mulliken scheme yields these atomic charges, measured in e: number 1, O, carries -0.504; number 2, V, carries 1.245; number 3, O, carries -0.586; number 4, I, carries -0.154

***

No. 3
A gas-phase ion, IO3P (charge -2) in a non-equilibrium geometry. Source: OMol25; level of theory: ωB97M-V with the def2-TZVPD basis set.

Summary:
Total charge: -2
ΔE to the lowest compared entry with this formula, charge and spin: 0.118 eV
Frontier orbital gap: 6.03 eV
LUMO level: 5.73 eV
E_tot: -864.8997 hartree

Atoms and positions in Å:
O (-0.649, -1.378, -0.532)
O (-0.649, 0.229, 1.459)
O (-0.649, 1.150, -0.928)
P (-0.403, 0.000, 0.000)
I (2.350, 0.000, 0.000)

The natural (NBO) scheme yields these atomic charges, measured in e: number 1, O, carries -1.204; number 2, O, carries -1.204; number 3, O, carries -1.204; number 4, P, carries 2.388; number 5, I, carries -0.775

***

No. 4
A molecular structure, IO6V3 in a non-equilibrium geometry. Source: OMol25; level of theory: ωB97M-V with the def2-TZVPD basis set.

Summary:
Multiplicity: 2
Total charge: +1
ΔE to the lowest compared entry with this formula, charge and spin: 0.000 eV
<S²>: 0.762
Frontier orbital gap (alpha / beta): 4.73 / 6.25 eV
LUMO level (alpha / beta): -7.00 / -6.99 eV
E_tot: -3580.7399 hartree

Atoms and positions in Å:
O (-2.582, 2.458, -0.284)
V (-1.880, 2.170, 1.102)
O (-0.810, 3.287, 1.542)
O (0.982, -3.877, -0.007)
V (0.407, -3.012, 1.193)
O (1.556, -2.933, 2.272)
O (1.928, -0.081, -2.122)
V (1.006, 1.067, -1.699)
O (-0.394, 1.173, -2.565)
I (-0.210, -0.252, 0.569)

Atomic partial charges in e from the natural (NBO) method, atoms 1 to 8: number 1, O, carries -0.657; number 2, V, carries 1.330; number 3, O, carries -0.713; number 4, O, carries -0.388; number 5, V, carries 1.513; number 6, O, carries -0.384; number 7, O, carries -0.380; number 8, V, carries 1.524